No. 1
Below is a molecular structure, C10H26N3O3PReTe in a non-equilibrium geometry, with properties calculated with ωB97M-V with the def2-TZVPD basis set.

XYZ file:
```
45
Properties=species:S:1:pos:R:3:forces:R:3
Re 0.000000 0.000000 0.000000 7.04 -0.14 4.78
C -2.582015 0.370087 0.776447 -1.03 0.93 0.65
C -1.697830 1.602872 1.094069 -2.32 0.29 1.43
N -0.621185 1.815792 0.142571 -0.69 0.26 -1.70
C -1.036845 2.148683 -1.215406 -0.60 0.68 -1.73
C -0.200167 1.374019 -2.261493 0.59 1.87 -1.14
N 0.077023 -0.018567 -1.919096 0.69 -0.36 -3.63
C -0.973875 -0.986382 -2.211793 -0.83 -1.67 -1.24
C -2.215032 -0.885149 -1.303925 -0.67 -0.49 -1.53
N -1.828475 -0.679277 0.088833 -4.33 -3.44 0.65
H -3.463660 0.684894 0.205320 0.23 -0.36 -0.11
H -2.969851 -0.030256 1.721081 0.21 0.27 -0.14
H -1.232479 1.432348 2.072632 -1.10 0.16 -0.95
H -2.319181 2.500000 1.194876 -0.01 -0.14 -0.19
H 0.145842 2.439597 0.485057 -0.62 0.34 0.42
H -0.912474 3.226047 -1.377044 0.02 -0.17 -0.11
H -2.099133 1.947886 -1.384338 0.12 0.00 0.43
H 0.770954 1.880763 -2.331795 -0.12 -0.22 -0.02
H -0.656566 1.457231 -3.254643 -0.08 -0.01 0.17
H 1.008062 -0.335439 -2.278351 -1.10 0.48 -0.02
H -0.540498 -1.983750 -2.064662 0.13 0.09 -0.12
H -1.269881 -0.933966 -3.265952 -0.09 -0.07 0.11
H -2.807160 -1.804012 -1.386226 0.18 0.16 -0.27
H -2.853538 -0.081325 -1.685930 0.06 -0.06 0.49
H -1.835492 -1.568460 0.639737 -0.67 0.73 -0.60
C 4.425765 2.139488 0.340071 0.20 -0.34 -0.35
C 3.259558 2.263545 1.308097 2.32 2.17 0.20
O 2.343453 1.226273 1.055429 -1.22 -0.13 4.32
P 1.184489 1.185145 2.366477 1.55 -2.74 2.97
O 0.027998 -0.043714 1.953410 3.83 1.46 1.14
Te 0.115896 3.147311 2.715205 1.59 2.29 1.94
O 2.018992 0.616815 3.799812 -2.64 1.90 -4.27
C 2.519070 -0.688635 3.591170 1.14 -2.24 0.35
C 4.034765 -0.680743 3.725078 0.32 0.03 0.11
H 5.153774 2.958019 0.521815 -0.49 -0.52 -0.12
H 4.060606 2.207629 -0.706842 0.34 -0.03 0.54
H 4.936940 1.163871 0.484273 -0.22 0.62 -0.17
H 2.775693 3.250632 1.143153 0.15 -0.59 0.38
H 3.675957 2.203269 2.339046 -0.57 0.10 -0.48
H 2.264168 -1.133309 2.602126 -0.11 0.45 0.50
H 2.086182 -1.355446 4.366029 0.06 0.46 -0.44
H 4.484593 -0.041116 2.937964 -0.14 -0.36 0.45
H 4.426423 -1.713740 3.611517 -0.19 0.64 0.09
H 4.327680 -0.291906 4.723232 -0.11 -0.24 -0.65
H 1.624516 0.579165 -0.010323 -0.83 -2.04 -2.14
```
Positions in Å, forces in eV/Å.

Properties
⟨S²⟩: 3.766
Calculated total energy (eV): -40094.6554
Strongest force on any atom (eV/Å): 8.5
Charge: +2
Kohn-Sham gap (alpha / beta) (Ha): 0.2278 / 0.2110
E_HOMO (alpha / beta) (eV): -14.1 / -14.1
2S+1: 4

=====

No. 2
Below is a molecular structure, C10H26O14Y in a non-equilibrium geometry, with properties calculated with ωB97M-V with the def2-TZVPD basis set.

XYZ file:
```
51
Properties=species:S:1:pos:R:3:forces:R:3
Y -0.631348 0.641617 3.404529 -0.36 -3.59 -4.05
O 1.806772 -0.331323 0.095369 -1.56 1.23 2.14
C 1.035142 0.022667 1.157859 5.50 -4.21 -1.34
O 0.094422 0.699327 1.111059 -9.35 7.57 -2.44
O 1.233652 -0.389933 2.276139 2.77 -3.08 6.17
H 1.517822 0.383807 -0.476201 0.14 0.22 -1.80
O -3.389888 -2.107643 1.849449 1.69 1.73 2.00
C -2.625608 -1.280283 2.589579 -0.37 1.82 -1.44
O -2.869428 -0.071633 2.799099 -1.84 3.14 0.59
O -1.454548 -1.543373 2.905819 3.25 -2.10 1.01
H -2.626808 -2.673643 1.711809 -0.29 -2.05 -1.09
C -3.461908 1.408687 -0.529941 0.39 1.10 -0.75
C -3.324718 2.724207 -1.277431 -0.12 -0.97 -1.40
O -2.091078 3.346767 -0.916181 0.00 -0.21 0.64
O -4.098828 1.747447 0.653019 0.03 -0.23 1.73
H -2.435718 1.063687 -0.403351 0.13 -0.44 0.25
H -4.039538 0.655327 -1.065561 0.04 0.09 -0.31
H -4.223398 3.313027 -1.093701 0.26 0.27 0.05
H -3.266678 2.443977 -2.329191 -0.14 0.38 -0.36
H -2.025138 4.274237 -1.155071 -0.37 0.07 -0.12
H -3.655048 1.278087 1.363199 -0.48 -0.21 0.29
C 0.895852 2.958917 -2.187731 0.98 -0.05 -1.65
C 1.912342 3.364757 -1.121671 -0.44 -0.88 -2.27
O 1.227732 3.451907 0.011979 -1.91 2.04 4.82
O 0.098422 1.944217 -1.647421 0.47 -1.19 -0.27
H 1.460812 2.634797 -3.061731 0.07 -0.69 -0.10
H 0.236802 3.684077 -2.665111 0.12 0.85 0.74
H 2.365172 4.321407 -1.382171 0.51 -0.32 0.21
H 2.543132 2.502447 -0.905741 1.32 0.16 -1.29
H 0.697802 2.665027 0.158939 -0.16 -0.10 -0.48
H -0.766268 2.339337 -1.514031 -0.58 0.16 0.40
C 3.214512 -2.719773 3.394039 -2.02 2.61 -0.23
C 3.905612 -2.828063 2.061339 -0.26 -1.94 0.35
O 3.876732 -1.664783 1.262239 -0.12 -0.51 1.02
O 3.385522 -3.770013 4.223389 2.17 -2.45 1.70
H 2.126182 -2.761383 3.350229 -0.59 1.10 -1.39
H 3.458162 -1.733123 3.788049 0.41 0.23 0.60
H 3.321392 -3.635753 1.620409 0.43 -0.29 -0.85
H 4.904512 -3.212183 2.268089 0.21 0.38 -0.39
H 2.954642 -1.424383 1.378669 0.14 0.53 -0.47
H 2.984592 -3.597223 5.078379 0.08 -0.04 -0.08
C -0.239128 -1.179163 -2.219191 1.02 -1.00 -1.36
C -0.205238 -2.060173 -3.461671 0.02 -0.54 -1.38
O -1.363258 -2.707253 -3.952001 -0.96 0.30 0.51
O -0.775178 -1.869703 -1.137401 -1.28 -0.50 0.84
H -0.691878 -0.246193 -2.554881 -0.28 0.15 0.88
H 0.824792 -1.095753 -1.997331 0.19 0.87 -0.32
H 0.564712 -2.831493 -3.479771 0.46 0.23 0.60
H -0.009208 -1.387093 -4.296321 0.58 0.19 0.12
H -1.648718 -3.398593 -3.350211 0.06 -0.03 0.17
H -0.728668 -1.349833 -0.331681 0.05 0.19 -0.18
```
Positions in Å, forces in eV/Å.

Properties
Calculated total energy (eV): -40490.1205
Strongest force on any atom (eV/Å): 12.3
Charge: +1
Kohn-Sham gap (Ha): 0.1980
E_HOMO (eV): -12.0

=====

No. 3
Below is a molecular structure, C10H27BI2NO2PSi2 in a non-equilibrium geometry, with properties calculated with ωB97M-V with the def2-TZVPD basis set.

XYZ file:
```
46
Properties=species:S:1:pos:R:3:forces:R:3
C -1.129759 -5.400738 2.489780 -0.46 -1.47 1.20
O -1.069770 -4.583848 1.266915 -1.24 3.57 2.11
B -1.188022 -3.122112 1.604988 3.89 -3.21 1.93
O -0.258242 -2.499414 2.567711 -3.53 -1.71 -0.65
P -2.529086 -2.060566 0.744257 -1.20 1.71 -0.58
C -4.050715 -1.645960 1.821381 -3.19 -2.09 1.89
I -4.438126 0.500141 2.285497 0.84 -1.74 -0.71
C -5.024953 -2.632186 2.362380 3.25 1.15 -2.15
C -4.874290 -4.239294 2.074645 -1.26 -0.11 1.20
I -6.769841 -1.989080 3.554018 1.64 -0.83 -1.17
H -1.884268 -6.302086 2.291651 1.71 1.99 0.28
H -0.085168 -5.871176 2.790136 -2.15 1.26 -0.75
H -1.598079 -4.801916 3.408711 1.16 -1.23 -1.86
H -0.452868 -2.782420 3.516355 0.64 0.45 -1.74
H -2.895917 -2.654651 -0.532355 0.15 0.46 1.05
H -1.890403 -0.774832 0.431452 -0.71 -1.07 0.24
H -5.287794 -4.789948 3.049371 0.94 1.22 -2.13
H -5.609906 -4.579813 1.202178 1.81 0.90 1.74
H -3.777072 -4.621339 1.934910 -2.03 1.03 -0.06
C -1.111125 2.643338 -0.417060 0.00 -0.22 0.06
Si 0.730627 2.259345 -0.624803 0.90 2.15 -2.95
C 0.882201 0.389573 -0.660495 -0.21 -0.63 0.30
C 1.582418 2.912211 0.913982 -0.12 -0.31 0.56
N 1.313002 3.008679 -2.089209 0.89 -1.37 1.44
Si 2.982213 2.837618 -2.567213 -2.76 0.72 0.27
C 3.470062 1.054686 -2.888210 0.51 -0.22 -0.12
C 4.171761 3.579232 -1.320305 0.56 -0.04 -0.04
C 3.264853 3.765814 -4.192746 0.13 -0.11 0.12
H -1.486835 2.177155 0.495493 -0.21 -0.04 0.26
H -1.279557 3.721806 -0.344738 0.03 -0.11 -0.06
H -1.687000 2.252656 -1.262246 0.05 0.09 -0.02
H 0.325572 -0.047927 0.175635 -0.08 -0.21 0.29
H 1.919333 0.063572 -0.562812 -0.06 -0.02 -0.05
H 0.469758 -0.017958 -1.587686 0.09 0.11 -0.05
H 1.585299 4.005964 0.924880 0.02 -0.12 -0.10
H 2.613316 2.557334 0.987999 -0.04 0.08 -0.03
H 1.057417 2.566298 1.810492 0.02 0.04 0.19
H 3.547653 0.481324 -1.962383 -0.02 -0.04 -0.01
H 4.450403 1.016490 -3.374706 0.04 -0.10 -0.03
H 2.747852 0.563742 -3.545807 -0.01 0.05 0.06
H 3.870055 4.594573 -1.048487 -0.05 -0.10 -0.01
H 5.178697 3.630285 -1.747577 0.09 0.05 0.06
H 4.237489 2.976812 -0.412176 -0.02 0.05 0.03
H 3.037407 4.830037 -4.074541 -0.02 -0.11 -0.02
H 2.632077 3.358675 -4.987573 0.02 0.06 0.08
H 4.309333 3.669904 -4.501689 0.05 0.06 -0.11
```
Positions in Å, forces in eV/Å.

Properties
Calculated total energy (eV): -58311.1027
Strongest force on any atom (eV/Å): 5.4
Charge: 0
Kohn-Sham gap (Ha): 0.0787
E_HOMO (eV): -5.1

=====

No. 4
Below is a molecular structure, C10H27ClIN2P2Sc in a non-equilibrium geometry, with properties calculated with ωB97M-V with the def2-TZVPD basis set.

XYZ file:
```
44
Properties=species:S:1:pos:R:3:forces:R:3
C 0.862923 -1.234132 1.005847 2.68 -1.21 1.92
I -2.313059 1.536826 0.003021 -0.22 0.24 -0.98
H 1.009190 -2.309830 1.156073 -0.87 -0.35 -0.12
H 0.955864 -0.794629 2.003303 -0.42 0.17 -0.35
H 1.780611 -0.935035 0.458436 -0.93 0.26 -0.35
Sc -0.724008 -1.083950 -0.600096 -0.26 0.78 -0.84
P -1.864715 -1.186231 1.803596 -0.51 -0.13 2.66
C -1.423087 0.081316 3.064987 0.20 0.29 -0.20
C -3.678591 -0.925321 1.674657 0.11 -0.08 -0.68
H -4.132842 -1.118176 2.658851 0.12 0.18 -0.38
H -2.650293 -2.646794 3.587295 0.35 0.05 -0.23
H -4.085825 -1.606384 0.910883 -0.04 0.26 0.32
H -1.968549 -3.555501 2.196775 0.00 0.00 0.33
H -1.509506 1.087562 2.636059 0.05 -0.30 0.29
H -3.849396 0.120438 1.354406 -0.38 -0.53 0.35
C -1.827221 -2.691833 2.858345 0.33 -0.23 -0.69
H -2.093707 0.014755 3.934554 0.18 -0.14 -0.31
H -0.859575 -2.782218 3.370787 -0.31 0.00 -0.13
H -0.388297 -0.061063 3.397592 -0.30 0.00 0.05
P 0.765051 -0.958551 -2.720220 1.19 -0.08 -1.71
C 2.029607 0.361897 -2.869643 0.07 0.32 0.28
C 1.712366 -2.446300 -3.210929 -0.30 -0.21 0.31
H -1.181876 -1.321447 -4.118042 0.29 0.31 -0.16
H 0.248959 -0.797220 -5.082905 -0.25 0.18 0.27
H -0.679047 0.410020 -4.092990 0.06 -0.38 -0.20
C -0.323051 -0.630914 -4.157543 -0.24 -0.13 0.28
H 1.081085 -3.321707 -3.005729 0.28 0.08 -0.17
H 1.960106 -2.416218 -4.281177 -0.01 0.04 0.35
H 2.498297 0.394195 -3.858876 -0.17 -0.26 0.11
H 2.813185 0.210061 -2.115631 -0.11 -0.06 -0.20
H 2.628086 -2.515889 -2.604934 -0.27 -0.02 -0.24
H 1.588170 1.345477 -2.672060 0.03 -0.28 -0.19
Cl -1.986255 -2.823233 -1.405535 0.19 0.32 0.24
C 0.356457 3.661017 1.377303 -0.53 -0.40 0.15
N 1.407475 2.785553 0.811161 0.03 0.22 -0.31
C 2.741259 3.373637 0.637612 0.86 -0.12 -0.28
C 1.055587 1.777324 0.081422 -1.43 -1.35 -0.37
N 0.569679 0.861431 -0.487669 0.22 2.01 1.04
H 0.800276 4.657744 1.438484 -0.46 -0.20 0.14
H 0.019644 3.287529 2.357153 0.35 0.30 -0.23
H -0.524396 3.656428 0.719137 0.36 0.30 0.09
H 3.497454 2.737651 1.125416 -0.27 0.42 -0.08
H 2.976735 3.429838 -0.441538 -0.02 0.27 0.58
H 2.705229 4.371878 1.102362 0.35 -0.54 -0.36
```
Positions in Å, forces in eV/Å.

Properties
Calculated total energy (eV): -73674.0200
Strongest force on any atom (eV/Å): 3.5
Charge: +2
Kohn-Sham gap (alpha / beta) (Ha): 0.2039 / 0.2237
E_HOMO (alpha / beta) (eV): -15.7 / -15.9

=====

Q: Which formula does entry 1 have?
A: C10H26N3O3PReTe

=====

Q: The lowest strongest force on any atom belongs to which entry?
A: C10H27ClIN2P2Sc

=====

Q: calculated total energy of number 1 (C10H26N3O3PReTe)?
A: -40094.6554 eV

=====

Q: The lowest calculated total energy belongs to which entry?
A: C10H27ClIN2P2Sc